[1]
The following is a DFT calculation (wB97M-V/def2-TZVPD) of a 12-piece molecular cluster, C17H46N14O24S overall at a distorted geometry.

XYZ file:
```
102
Properties=species:S:1:pos:R:3:forces:R:3
N -0.93116 -3.17380 0.10244 -0.38 -0.19 0.18
C -1.39708 -2.45343 -0.83555 0.44 -0.17 0.83
N -1.42070 -1.04389 -0.80094 -0.27 -0.34 -0.18
N -1.93130 -3.12911 -1.97155 0.21 0.82 -0.27
C -1.03579 -2.99558 -3.14782 -0.28 -0.50 -0.08
C 0.37949 -3.50337 -2.88150 0.66 0.61 -0.30
C 1.42856 -2.73274 -3.72931 -0.17 -0.50 0.65
C 1.36707 -1.21299 -3.45223 -0.85 -0.32 -0.48
S 2.90335 -0.53235 -2.81145 1.14 -0.78 -1.21
C 2.50163 -0.37274 -0.94084 -1.30 0.66 3.85
O 1.34501 -0.02095 -0.72028 0.23 -0.04 -1.27
O 3.39628 -0.65830 -0.16116 0.46 -0.04 -1.76
H -0.56658 -2.60933 0.86596 0.17 0.10 -0.10
H -1.03065 -0.69458 0.06336 0.11 -0.12 0.05
H -0.86539 -0.62955 -1.53945 -0.40 0.12 -0.17
H -2.78282 -2.63324 -2.22791 -0.10 -0.18 0.05
H -1.47180 -3.60505 -3.94478 -0.04 0.10 0.07
H -1.06177 -1.96203 -3.52390 0.24 -0.04 0.07
H 0.68725 -3.38974 -1.83886 -0.30 0.00 0.02
H 0.47916 -4.56493 -3.11212 -0.16 0.02 0.08
H 1.24434 -2.94563 -4.78311 0.23 0.19 -0.04
H 2.39718 -3.15378 -3.44562 0.06 0.12 -0.27
H 1.04068 -0.70030 -4.35712 0.37 0.31 0.13
H 0.60262 -1.02175 -2.70001 0.31 0.26 0.06
H 2.94865 0.73298 -3.28427 -0.41 -0.08 0.35
C -2.78342 2.82325 -1.45395 -0.31 -0.05 0.04
N -2.98038 1.63682 -2.32630 -0.02 0.04 0.15
O -4.11019 1.29365 -2.59947 -0.04 -0.01 -0.02
O -1.97293 1.07896 -2.70493 0.17 -0.03 -0.31
H -3.75306 3.22121 -1.18051 -0.02 -0.03 -0.02
H -2.24176 2.49021 -0.57635 0.05 0.02 -0.03
H -2.21041 3.55136 -2.01237 0.11 -0.06 0.01
C -0.73431 6.93075 -2.92418 0.07 0.14 -0.09
N -1.87108 6.83065 -1.96879 0.02 0.05 -0.04
O -2.47817 7.84265 -1.70362 -0.03 0.01 0.06
O -2.11464 5.72889 -1.51356 0.05 0.13 0.00
H -0.64081 7.96305 -3.23936 -0.06 0.01 0.04
H 0.15859 6.59709 -2.40384 -0.03 -0.10 -0.02
H -0.95869 6.28270 -3.76626 0.03 -0.07 0.06
C 5.77678 -1.55613 1.01943 0.10 -0.05 -0.03
N 7.18332 -1.79352 1.45138 -0.11 0.01 -0.01
O 8.02955 -0.98635 1.11333 0.04 0.01 -0.03
O 7.39698 -2.78236 2.11632 0.02 -0.02 0.03
H 5.72392 -0.64759 0.43888 0.08 0.04 0.03
H 5.47434 -2.41450 0.42548 -0.05 -0.02 0.06
H 5.17675 -1.47271 1.91971 -0.05 -0.08 -0.02
C 4.49241 -6.02961 0.74990 -0.01 0.01 -0.19
N 4.01226 -5.39227 -0.50850 -0.01 -0.05 0.07
O 2.96991 -5.78498 -0.98285 -0.01 0.06 -0.05
O 4.70281 -4.50927 -0.98294 0.04 0.16 -0.04
H 3.78385 -6.78533 1.03893 -0.14 -0.07 -0.09
H 5.46542 -6.46388 0.53918 0.05 0.11 0.04
H 4.57024 -5.25069 1.50234 0.10 0.02 -0.04
C -7.16069 -0.48885 -2.49968 -0.13 0.15 0.07
N -7.31109 -1.68873 -3.36720 -0.03 0.03 0.03
O -8.43520 -2.05045 -3.64156 -0.01 -0.03 -0.03
O -6.28885 -2.22345 -3.74147 0.03 -0.02 -0.01
H -8.14746 -0.12100 -2.24416 -0.03 -0.08 -0.04
H -6.61596 -0.79550 -1.61205 0.11 0.02 -0.07
H -6.59934 0.25211 -3.06074 0.13 -0.07 0.05
C 2.09628 -7.57682 4.66230 -0.19 -0.03 0.05
N 2.79488 -7.52836 3.34954 -0.06 -0.04 0.20
O 2.15299 -7.80043 2.35865 0.08 0.01 -0.06
O 3.97093 -7.21929 3.36590 -0.07 -0.09 0.11
H 1.06582 -7.86523 4.49192 0.02 0.00 -0.07
H 2.61210 -8.30778 5.27745 0.07 0.07 0.02
H 2.15942 -6.58574 5.10146 0.10 -0.03 0.03
C -0.07671 2.88410 1.72984 -0.08 -0.11 -0.14
N -0.99500 4.00795 2.07019 0.01 -0.08 -0.02
O -1.98932 4.16664 1.38517 0.10 -0.11 0.00
O -0.68729 4.69792 3.01485 0.01 0.08 0.01
H -0.47179 2.35716 0.86986 0.00 0.02 -0.01
H 0.89594 3.31282 1.50932 0.02 0.00 0.10
H -0.02520 2.23325 2.59728 0.07 0.07 0.04
C -2.00633 -6.24822 0.30241 -0.08 0.04 -0.01
N -2.22484 -7.37407 -0.64510 -0.06 0.06 0.11
O -3.36611 -7.62894 -0.97193 -0.01 -0.04 -0.04
O -1.23885 -7.96544 -1.03252 0.02 -0.03 -0.03
H -2.96873 -5.82019 0.55575 -0.03 -0.03 -0.07
H -1.51529 -6.65498 1.18201 0.11 -0.02 -0.07
H -1.37704 -5.51327 -0.19027 0.04 0.02 0.07
C 7.69487 1.08874 -1.36633 0.12 0.14 0.08
N 6.51937 1.62960 -2.09665 0.10 0.08 0.02
O 6.00315 2.64379 -1.67845 -0.10 -0.01 0.00
O 6.15165 1.01552 -3.07881 -0.15 -0.07 -0.03
H 7.90413 1.73410 -0.52236 -0.06 0.02 0.00
H 7.44581 0.08818 -1.03590 0.05 -0.08 -0.04
H 8.52801 1.06988 -2.06287 -0.05 -0.08 -0.04
C -2.85017 7.37592 1.74475 0.01 -0.22 -0.06
N -3.72203 7.80133 2.87264 0.07 -0.03 -0.07
O -4.07436 6.95440 3.66815 -0.03 0.01 0.06
O -4.02613 8.97456 2.92505 -0.01 0.04 0.06
H -2.66436 6.31195 1.83137 -0.06 0.04 0.06
H -3.37405 7.60745 0.82151 0.05 0.12 0.01
H -1.92560 7.94141 1.81908 -0.07 0.11 -0.03
C -4.10461 8.22112 6.67350 0.05 0.15 -0.10
N -4.56377 8.34725 8.08392 0.06 0.05 -0.06
O -4.41040 9.41666 8.63639 -0.02 0.00 0.05
O -5.06379 7.36365 8.58722 -0.02 -0.03 0.03
H -3.68418 9.16981 6.36154 -0.03 0.02 0.05
H -3.35847 7.43325 6.64251 -0.10 -0.09 -0.01
H -4.96582 7.96035 6.06748 0.04 -0.12 0.00
```
Positions in Å, forces in eV/Å.

HOMO level, eV: -9.580
Frontier orbital gap, eV: 8.856
Molar mass, g/mol: 862.7



[2]
The following is a DFT calculation (wB97M-V/def2-TZVPD) of C8H10Cl2N3S as an isolated structure at a distorted geometry.

XYZ file:
```
24
Properties=species:S:1:pos:R:3:forces:R:3
C -1.48658 -1.20997 0.46667 -1.55 -0.16 -0.09
C -2.15470 -2.38449 -0.05673 -0.83 0.69 0.21
C -0.11860 1.52580 0.80301 -0.11 -0.04 0.01
C 0.47376 1.94284 -0.55259 -0.64 0.68 0.25
C 1.91656 0.36689 0.40569 0.17 -0.50 0.79
C 0.77726 -0.22479 -1.62654 -0.71 -0.74 0.86
C 0.59346 0.21173 1.16348 0.00 0.01 0.05
C -0.09561 -1.04644 0.69839 1.21 0.69 -1.25
N -2.38714 -0.25462 0.72778 0.45 0.17 0.36
N -3.45419 -2.23499 -0.12716 -0.06 -0.59 -0.22
N 1.42238 0.85256 -0.91443 0.57 0.26 -0.40
S -3.87374 -0.76931 0.40152 0.81 -0.40 -0.14
Cl -1.44626 -3.81228 -0.61366 -0.03 -0.37 -0.28
Cl 0.83052 -2.47001 0.94021 0.19 0.08 0.32
H 0.09709 2.27878 1.55810 0.05 -0.01 0.00
H -1.19403 1.38191 0.76018 0.22 0.23 0.00
H -0.28333 2.04896 -1.32543 0.15 -0.06 -0.12
H 1.02353 2.88154 -0.47185 0.08 -0.16 -0.11
H 2.55496 1.11980 0.86868 -0.03 0.08 -0.15
H 2.46373 -0.56757 0.29408 0.04 0.14 -0.13
H 1.41396 -1.03044 -1.93500 0.28 -0.19 0.05
H -0.06137 0.02984 -2.24402 -0.18 0.24 -0.08
H 0.77786 0.13705 2.23827 0.06 -0.01 -0.03
H 2.21046 1.22722 -1.45868 -0.14 -0.03 0.09
```
Positions in Å, forces in eV/Å.

HOMO level (spin up / spin down), eV: -12.823 / -11.633
Relative energy (zero: lowest compared OMol25 entry of this formula, charge and spin), kcal per mole: 9.7
Frontier orbital gap (spin up / spin down), eV: 8.055 / 6.891
Total charge: +1
Molar mass, g/mol: 251.2



[3]
The following is a DFT calculation (wB97M-V/def2-TZVPD) of a 9-piece molecular cluster, C26H69F4NO8PS overall at a distorted geometry.

XYZ file:
```
110
Properties=species:S:1:pos:R:3:forces:R:3
F 1.20616 0.76403 -0.44094 0.53 0.28 0.18
C 0.43555 -0.27940 -0.74260 -0.42 -0.38 -0.31
F -0.72788 -0.16466 -0.09555 -0.14 0.04 0.44
C 1.06220 -1.60703 -0.27557 -0.77 -0.40 0.34
F 1.20698 -1.68707 1.04125 0.36 0.19 -0.27
F 0.21863 -2.57733 -0.65596 0.09 -0.08 -0.11
N 2.35735 -1.93495 -0.95876 -0.22 0.74 -0.11
P 3.84400 -0.90105 -0.51012 2.33 0.73 1.43
S 4.48094 -1.09199 1.26657 -0.57 -0.09 -0.11
H 0.21965 -0.34165 -1.80886 0.26 0.16 -0.32
H 2.17256 -1.86461 -1.96565 0.04 -0.32 -0.16
H 2.60186 -2.89734 -0.69983 0.00 -0.12 -0.12
H 3.58849 0.40625 -0.95154 -0.68 -0.30 -0.40
H 4.79578 -1.39692 -1.41310 -0.66 -0.25 -0.57
C 0.14567 0.53795 4.46437 0.16 0.00 0.03
C 0.18423 1.97258 3.96905 -0.36 -0.30 -0.25
C -1.20635 2.52073 3.69138 0.05 0.13 -0.02
O 0.98103 2.03682 2.77871 0.21 0.19 0.15
H -0.29728 -0.11556 3.70336 -0.11 0.05 0.02
H 1.15632 0.18169 4.65496 0.01 0.03 0.10
H -0.43315 0.43663 5.38252 -0.02 -0.01 0.00
H 0.68046 2.59963 4.70897 0.15 0.05 -0.10
H -1.70300 1.92802 2.91705 -0.01 -0.08 0.05
H -1.14794 3.54696 3.32957 0.02 0.02 0.04
H -1.82565 2.50304 4.58828 -0.02 -0.02 0.00
H 0.53921 1.49602 2.11830 -0.09 -0.01 -0.06
C 1.18520 3.24098 -4.56377 -0.21 -0.13 -0.11
C 1.77664 2.99720 -3.19267 0.21 0.34 -0.21
C 2.22138 4.27060 -2.49325 0.06 -0.11 0.08
O 2.87446 2.08182 -3.31805 -0.05 -0.38 0.44
H 1.90484 3.69714 -5.24762 0.06 0.07 0.11
H 0.89236 2.27891 -4.98571 -0.09 0.06 -0.10
H 0.30880 3.88714 -4.50917 -0.02 0.00 -0.02
H 1.02894 2.48803 -2.58105 0.11 -0.09 0.09
H 3.00097 4.77156 -3.07234 -0.05 0.03 -0.07
H 2.63841 4.04578 -1.51109 -0.05 -0.01 0.02
H 1.38924 4.96239 -2.36584 -0.01 0.01 -0.02
H 3.55880 2.51536 -3.83709 0.04 0.04 -0.06
C -3.19391 -1.06909 -3.59065 0.11 -0.31 0.04
C -1.88977 -0.40470 -3.19232 -0.48 0.21 -0.33
C -1.94259 1.10025 -3.41389 0.23 0.00 0.17
O -0.79505 -0.97033 -3.92530 0.33 -0.06 0.43
H -3.39041 -0.90778 -4.65116 -0.06 0.14 0.08
H -3.14273 -2.14623 -3.42493 0.01 0.01 0.10
H -4.03345 -0.66973 -3.02088 0.00 0.03 -0.02
H -1.67746 -0.60887 -2.13790 -0.14 -0.08 -0.21
H -2.11442 1.33774 -4.46614 -0.09 -0.09 -0.01
H -0.98837 1.55084 -3.13011 -0.03 0.09 0.03
H -2.73643 1.55634 -2.82191 0.00 0.01 -0.02
H -0.95639 -0.80632 -4.85985 0.00 -0.02 -0.09
C -6.71622 0.70916 -6.78644 -0.02 -0.04 0.20
C -5.25225 1.11539 -6.73477 -0.21 -0.17 -0.49
C -4.79366 1.70408 -8.05819 0.14 0.04 0.05
O -4.44395 -0.01693 -6.38788 0.11 0.16 0.17
H -6.87273 -0.05689 -7.55014 0.01 0.06 -0.08
H -7.03196 0.28739 -5.83188 0.00 0.04 0.02
H -7.35442 1.56196 -7.01866 0.00 0.00 -0.03
H -5.10371 1.84598 -5.93820 0.09 -0.08 0.09
H -4.89177 0.96649 -8.85965 -0.10 -0.02 0.02
H -3.74250 1.98960 -8.00791 -0.01 0.06 0.03
H -5.37676 2.58567 -8.32319 0.03 0.03 -0.01
H -4.55841 -0.67914 -7.07678 -0.04 -0.02 -0.08
C 1.84672 -4.58443 4.44086 0.17 0.00 0.10
C 1.15586 -3.52715 5.28885 -0.16 -0.04 -0.61
C -0.33077 -3.45089 4.98008 -0.06 0.09 0.16
O 1.76552 -2.25384 5.07753 0.19 -0.07 0.40
H 1.75162 -4.33942 3.37780 -0.10 -0.01 0.00
H 2.91168 -4.62393 4.67366 -0.01 -0.02 0.05
H 1.41916 -5.57308 4.60723 -0.01 -0.01 -0.02
H 1.29552 -3.76037 6.34458 0.02 0.07 0.04
H -0.48800 -3.17360 3.93305 0.04 -0.08 -0.03
H -0.80965 -2.68781 5.59350 0.00 -0.01 0.04
H -0.82518 -4.40498 5.16342 -0.01 -0.01 -0.02
H 1.65466 -2.01447 4.15306 -0.06 0.00 -0.08
C 0.87206 -2.42055 9.61954 -0.02 -0.14 0.09
C 2.39150 -2.35063 9.59132 -0.24 0.21 -0.36
C 2.87451 -1.03251 9.00552 0.14 0.00 0.02
O 2.91893 -3.44338 8.83855 0.11 -0.12 0.27
H 0.46946 -2.35054 8.60407 0.03 0.10 -0.01
H 0.54059 -3.37075 10.03834 0.02 0.00 0.04
H 0.44786 -1.61111 10.21451 -0.01 0.02 -0.02
H 2.78092 -2.46684 10.60259 0.07 -0.11 -0.01
H 2.52831 -0.92576 7.97299 -0.08 0.00 0.02
H 3.96378 -0.99830 8.98999 0.01 0.00 0.05
H 2.50764 -0.18336 9.58353 -0.01 0.01 -0.01
H 2.58755 -3.35837 7.94067 0.02 0.07 -0.12
C -6.35870 7.20184 -7.19091 -0.09 -0.01 -0.12
C -6.04677 5.71854 -7.07021 0.32 0.33 0.17
C -5.44363 5.38634 -5.71307 -0.02 -0.17 0.00
O -5.15936 5.31450 -8.11370 -0.22 -0.24 -0.04
H -5.44403 7.79291 -7.09438 0.01 -0.02 0.09
H -6.78825 7.42294 -8.16737 -0.04 -0.02 0.00
H -7.06018 7.52427 -6.42082 0.01 0.01 0.01
H -6.96075 5.14116 -7.21407 0.03 -0.07 -0.10
H -4.50157 5.92348 -5.57308 -0.04 0.08 0.00
H -5.22487 4.31985 -5.64269 -0.04 -0.01 -0.01
H -6.11896 5.65756 -4.90088 0.01 0.02 0.01
H -4.34171 5.81062 -8.01351 0.06 0.07 -0.02
C 6.12132 -6.17749 3.99401 -0.05 -0.09 -0.16
C 6.76200 -5.01689 3.24983 -0.20 0.07 0.43
C 7.32594 -3.98307 4.21131 0.05 0.11 -0.13
O 5.80529 -4.40402 2.37642 0.09 -0.02 -0.28
H 5.28990 -5.82355 4.61017 0.06 0.05 0.07
H 5.71991 -6.90837 3.29177 0.04 -0.02 -0.02
H 6.84040 -6.67731 4.64259 0.00 0.01 0.03
H 7.55818 -5.39076 2.60636 -0.05 0.04 -0.13
H 6.52931 -3.56507 4.83329 -0.01 -0.08 0.05
H 7.77991 -3.15732 3.66289 0.04 -0.03 -0.02
H 8.07911 -4.42067 4.86616 -0.01 0.00 0.02
H 5.09075 -4.06601 2.92513 -0.03 0.01 0.10
```
Positions in Å, forces in eV/Å.

HOMO level, eV: -11.498
Frontier orbital gap, eV: 8.041
Total charge: +1
Molar mass, g/mol: 662.9



no.,electronic energy (eV)
1,-99180.048
2,-48799.136
3,-76937.780